The following is a DFT calculation (ωB97M-V with the def2-TZVPD basis set) of an isolated molecule of C5H6N2S.

```
14
Properties=species:S:1:pos:R:3:lowdin_charge:R:1
C -3.9440 -0.0222 -0.1149 -0.074
C -3.0992 1.0600 0.1782 -0.027
C -1.9528 -0.8203 -0.0787 -0.188
C -0.7496 1.2326 0.5080 -0.061
C 2.9872 -0.3758 0.1342 -0.306
N -3.1917 -1.2214 -0.1193 0.102
N -1.7782 0.5157 0.2175 -0.251
S 1.0626 0.1412 -0.1814 0.544
H -4.9613 -0.0281 -0.0604 0.067
H -2.9647 2.1896 0.2528 0.134
H -1.0126 -1.3190 0.0458 0.061
H 3.0968 -1.1749 -0.6817 0.058
H 3.0755 -0.6290 1.1229 -0.028
H 3.5977 0.4092 -0.0963 -0.032
```

Properties
E_HOMO (alpha / beta), eV: -8.368 / -8.370
Net charge: 0
Energy relative to the best compared isomer or geometry (same formula, charge and spin), kcal/mol: 152.4
Kohn-Sham gap (alpha / beta), Eh: 0.274 / 0.274

The following is a DFT calculation (ωB97M-V with the def2-TZVPD basis set) of a cluster of 2 separate species, C5H5BrN2 in total.

```
13
Properties=species:S:1:pos:R:3:lowdin_charge:R:1
C 0.9794 -1.4460 0.9133 -0.194
C -0.6452 -1.7267 -0.8306 -0.202
C 1.5407 1.2763 -0.0111 -0.061
C 0.5517 0.3659 -0.6333 -0.055
C 0.3151 -0.8885 -0.2081 -0.256
N 1.5335 -1.8609 1.8266 0.188
N -1.4148 -2.4062 -1.3380 0.182
Br -3.6846 0.9994 0.2391 0.312
H 1.1473 2.2900 0.0270 0.085
H 2.4462 1.3017 -0.6215 0.097
H 1.8149 0.9475 0.9888 0.079
H -4.5851 0.4089 1.1336 -0.304
H 0.0009 0.7387 -1.4858 0.127
```

Properties
E_HOMO, eV: -10.537
Net charge: 0
Energy relative to the best compared isomer or geometry (same formula, charge and spin), kcal/mol: 0.0
Kohn-Sham gap, Eh: 0.370

The following is a DFT calculation (ωB97M-V with the def2-TZVPD basis set) of a structure of composition C21H18IN4OPbSSi.

```
48
Properties=species:S:1:pos:R:3:lowdin_charge:R:1
Pb -1.5125 -0.5912 -1.7282 0.996
C 3.0523 -2.3253 3.2916 -0.168
Si 2.0837 -0.7868 2.8823 0.507
C 0.4507 -0.7973 3.7639 -0.210
C 3.0621 0.7308 3.3419 -0.168
C 1.9876 -0.7626 0.9700 -0.216
C 3.2169 -0.7634 0.3021 -0.058
C 3.3108 -0.7319 -1.0807 -0.033
C 2.1377 -0.6917 -1.8062 -0.122
N 0.9494 -0.6914 -1.2035 -0.125
C 0.8597 -0.7319 0.1422 -0.711
S -0.8041 -0.7444 0.7327 0.613
H 3.2262 -2.3806 4.3695 0.043
H 4.0275 -2.3330 2.7990 0.032
H 2.5138 -3.2278 2.9923 0.041
H 0.6491 -0.7662 4.8391 0.044
H -0.1242 -1.7010 3.5534 0.027
H -0.1680 0.0661 3.5123 0.020
H 3.2433 0.7413 4.4200 0.042
H 2.5285 1.6485 3.0830 0.040
H 4.0340 0.7517 2.8431 0.033
H 4.1325 -0.7948 0.8843 0.109
H 4.2670 -0.7453 -1.5845 0.117
H 2.1363 -0.6691 -2.8896 0.123
I -4.4445 -0.2408 -0.9794 1.027
C -4.1939 1.8393 -1.2561 -0.586
C -5.3396 2.5729 -1.2125 -0.142
C -5.2696 3.9781 -1.3215 -0.048
C -4.0603 4.5895 -1.4424 -0.011
C -2.8590 3.8411 -1.4910 -0.146
C -1.6074 4.4994 -1.5957 -0.011
C -0.4381 3.8050 -1.6443 -0.048
C -0.4639 2.3899 -1.6204 -0.115
C -1.6577 1.7573 -1.5238 -0.269
C -2.9052 2.4153 -1.4236 -0.236
H -6.2991 2.0910 -1.0838 0.098
H -6.1826 4.5571 -1.2898 0.119
H -3.9951 5.6692 -1.4994 0.125
H -1.6016 5.5819 -1.6327 0.125
H 0.5129 4.3162 -1.7144 0.117
H 0.4687 1.8400 -1.6846 0.092
O -1.2758 -3.5203 -1.6315 -0.002
N -0.3684 -4.0604 -2.2103 0.034
C 0.1770 -5.2199 -2.0992 -0.237
C 1.2894 -5.5279 -2.9581 -0.144
N 2.1838 -5.7649 -3.6366 0.203
C -0.2838 -6.1764 -1.1300 -0.134
N -0.6468 -6.9353 -0.3487 0.215
```

Properties
E_HOMO (alpha / beta), eV: -11.517 / -11.293
Net charge: +1
Energy relative to the best compared isomer or geometry (same formula, charge and spin), kcal/mol: 39.1
Kohn-Sham gap (alpha / beta), Eh: 0.226 / 0.178